Record 1
# CHF2NO2S

A single CHF2NO2S molecule in a non-equilibrium geometry (ωB97M-V/def2-TZVPD, OMol25).

Element x y z (Å)
F  0.28  0.13  -1.79
O  -0.01  1.84  0.23
C  -1.24  -0.63  0.01
N  1.53  -0.25  0.59
F  -0.95  -1.81  0.41
S  0.36  0.44  -0.06
H  2.30  0.45  0.89
O  -2.26  -0.16  -0.28

Values from the calculation:
Multiplicity: 1
SMILES: N=[S@@](=O)(F)C(=O)F
Total charge: 0
DFT total energy in Ha: -841.7773

=====

Record 2
# C57H70N5O6ScSe

A molecular structure, C57H70N5O6ScSe (ωB97M-V/def2-TZVPD, OMol25).

Element x y z (Å)
C  2.16  1.67  0.72
C  -4.23  -3.69  -3.09
H  -6.89  -3.73  -2.35
H  -1.96  -2.11  4.39
C  -2.86  3.85  -0.79
H  -6.42  -3.52  -4.84
C  -2.81  2.43  -0.85
N  1.14  1.31  2.83
H  1.25  -8.61  -1.82
H  -3.85  -6.18  -4.18
O  3.44  1.59  2.71
H  -6.14  1.84  -0.73
H  -0.04  3.43  6.66
H  -1.54  0.90  -3.67
C  -2.32  -1.69  -2.38
H  -6.00  -4.88  -1.37
Se  -1.41  -2.93  -0.04
H  -0.01  3.57  3.09
H  1.49  -1.97  4.87
O  -1.55  -0.75  -1.89
H  -1.03  -6.81  -2.95
H  4.21  2.17  0.55
H  4.70  -3.65  -2.88
H  3.99  2.82  -1.88
H  2.30  -6.43  -4.64
C  2.32  -7.01  -3.72
H  2.14  -7.31  -0.99
C  3.20  -2.07  -3.10
C  -2.59  -2.81  -1.56
C  1.23  -7.55  -1.56
H  -0.64  -5.37  -1.21
H  -2.54  -2.47  2.76
C  -1.38  0.21  -4.49
H  2.88  -4.90  1.71
C  -2.61  -0.65  -4.77
N  -1.68  0.16  1.90
H  1.20  -4.95  1.13
C  3.13  2.49  -1.31
C  -4.09  0.23  -0.60
H  -4.72  -0.28  -5.21
C  1.02  -2.42  -1.67
H  3.28  -6.83  -3.22
C  0.13  -4.71  -1.58
C  0.30  2.51  6.19
C  4.54  -2.61  -2.60
C  0.88  0.19  6.33
C  0.82  2.02  -1.14
C  0.63  2.52  4.84
H  -1.16  0.80  -5.39
H  -2.07  -0.71  -6.86
H  -4.15  -0.28  -1.56
H  2.88  -1.01  4.32
C  1.22  0.17  4.99
H  0.01  4.57  4.58
C  -2.92  -1.66  -3.65
H  -2.20  0.19  5.00
H  1.47  -1.13  3.30
H  -6.23  4.32  -0.86
H  -4.39  -2.57  -4.88
H  1.52  4.12  3.74
C  2.08  -4.27  -2.84
H  0.14  1.34  8.00
N  -1.55  1.79  -0.81
H  5.36  -2.02  -3.02
Sc  -0.44  -0.28  -0.19
C  -1.79  -1.93  3.33
N  -2.22  0.40  4.01
C  -2.25  1.67  3.47
C  -4.66  -6.13  -3.44
H  -5.19  -4.55  -5.59
H  -3.19  -2.00  -6.42
C  -3.89  -2.64  -3.93
C  1.88  -4.50  1.86
H  -3.24  -0.18  -0.07
H  -0.82  -2.34  3.04
C  -5.28  3.80  -0.84
C  0.52  3.77  4.02
C  -5.22  2.42  -0.78
C  2.29  1.48  2.23
H  -4.99  -0.03  -0.03
H  4.59  -2.54  -1.51
H  2.28  -8.07  -3.99
O  0.95  -1.15  -1.35
C  1.87  2.48  -1.90
C  -0.15  -7.01  -3.56
H  1.54  -4.75  2.87
C  0.73  -2.54  1.38
C  -3.81  0.28  -4.97
H  3.30  -3.19  -4.99
C  1.78  -1.06  4.34
H  1.67  2.83  -2.90
H  1.00  -0.72  6.91
C  -5.93  -4.50  -4.79
C  1.14  -6.67  -2.81
H  -0.51  -0.39  -4.25
H  -3.66  -4.61  -1.20
C  -5.29  -4.74  -3.42
H  -4.23  -6.38  -2.47
C  -0.62  2.22  -1.65
H  -0.17  -8.06  -3.86
H  -5.40  -6.90  -3.68
C  2.06  -2.92  -2.50
H  2.25  -0.10  -3.11
H  3.93  -1.54  -5.08
H  -3.61  0.98  -5.79
H  -1.09  4.82  -1.57
H  3.21  -0.41  -1.68
C  3.15  -2.17  -4.64
H  -2.45  2.55  4.05
H  2.18  -1.82  -5.01
C  0.08  -3.38  -1.21
H  -7.16  -5.47  -2.57
C  -4.02  1.72  -0.76
O  -0.74  2.85  -2.71
H  -1.50  -2.11  -5.94
H  -0.91  4.21  0.06
H  2.88  -4.61  -3.47
C  -2.34  -1.42  -6.07
H  4.02  -0.10  -3.23
C  0.41  1.34  6.95
H  -4.09  5.59  -0.78
H  0.38  -7.38  -0.89
C  -1.87  -0.47  3.04
C  3.27  2.12  0.01
C  -4.08  4.50  -0.81
H  -0.24  -6.39  -4.46
C  1.13  -5.20  -2.41
O  1.95  -3.10  1.67
H  -1.79  2.24  1.40
C  3.15  -0.58  -2.75
H  -6.69  -5.26  -4.98
C  -6.40  -4.70  -2.37
C  -3.51  -3.77  -1.89
C  -1.62  4.68  -0.62
H  -4.00  0.86  -4.07
C  -1.92  1.50  2.16
N  0.97  1.57  0.11
O  0.83  -1.31  1.21
C  1.05  1.33  4.21
H  -1.88  5.66  -0.22

Values from the calculation:
Multiplicity: 1
Total charge: -2
DFT total energy in Ha: -6101.7002

=====

Record 3
# CNO2S2

2 unconnected molecules or ions with the total composition CNO2S2 in a non-equilibrium geometry (ωB97M-V/def2-TZVPD, OMol25).

Element x y z (Å)
S  -0.89  -0.60  -0.74
O  2.54  0.42  1.08
N  -2.69  -0.97  1.29
S  1.82  0.39  -0.20
C  -1.90  -0.76  0.46
O  2.49  -0.55  -1.12

Values from the calculation:
Multiplicity: 1
Total charge: -1
DFT total energy in Ha: -1039.7841

=====

Record 4
# C3H3Br2F

A single C3H3Br2F molecule in a non-equilibrium geometry (ωB97M-V/def2-TZVPD, OMol25).

Element x y z (Å)
H  0.35  -1.45  0.55
F  2.11  0.55  1.77
C  0.01  -0.55  0.13
C  2.07  0.94  0.43
Br  3.59  -0.03  -0.29
Br  2.31  2.90  0.30
H  -0.97  -0.55  -0.30
C  0.66  0.63  -0.04
H  0.05  1.37  -0.70

Values from the calculation:
Multiplicity: 1
SMILES: C=CC(F)(Br)Br
Total charge: 0
DFT total energy in Ha: -5363.9533

=====

Record 5
# C39H31F10O24PS

6 unconnected molecules or ions with the total composition C39H31F10O24PS (ωB97M-V/def2-TZVPD, OMol25).

Element x y z (Å)
O  -0.70  6.27  8.66
H  0.43  -4.13  -0.70
O  -0.71  -8.21  0.67
O  -1.51  -4.06  -2.49
H  -1.31  0.65  -7.16
H  -0.55  -2.11  -3.71
H  -5.06  0.58  2.83
H  -1.99  2.93  4.60
H  0.77  -7.09  1.33
O  0.90  -6.21  0.93
O  -5.27  1.00  1.97
O  10.88  2.25  3.29
C  -3.01  1.46  2.54
O  -6.18  0.58  -2.36
F  -6.55  -1.45  -5.02
P  -5.61  1.42  -5.14
H  -3.64  2.27  -3.90
H  10.86  1.54  2.62
H  6.91  0.06  3.68
C  -4.94  -2.78  -3.92
C  7.18  1.67  5.05
C  -2.21  -6.18  -1.81
C  -1.63  2.75  1.07
H  10.01  3.77  5.31
C  1.00  3.89  6.65
F  -3.07  -1.80  -4.95
C  2.48  -0.38  1.29
H  0.13  1.33  -6.35
C  -0.82  0.81  -6.19
O  -0.58  -0.47  -5.65
F  -5.53  -3.57  -6.65
H  -3.11  -5.21  -3.14
H  1.44  -0.35  -5.25
O  -0.53  3.35  0.65
H  3.70  -1.49  -1.83
H  0.71  0.07  0.96
F  -6.47  2.50  -4.34
C  -0.08  3.44  5.81
C  -0.96  -7.29  -0.08
O  0.03  2.60  4.94
C  -4.40  -2.87  -6.54
O  5.96  -1.81  -0.44
C  9.37  2.98  4.94
C  -1.29  -4.98  -1.72
C  -1.69  5.01  6.92
C  -2.05  -7.26  -1.03
F  -5.68  -3.90  -4.00
C  4.79  -1.37  -0.01
O  1.32  0.07  1.73
C  -4.06  2.32  0.43
O  -3.84  0.01  -3.03
O  -2.39  3.62  5.18
H  -1.42  2.72  -5.38
O  6.03  1.59  5.70
C  -3.98  2.25  -4.94
H  -0.77  3.78  -0.19
C  -1.73  1.67  -5.32
O  -3.23  0.83  3.56
C  -1.73  2.05  2.21
F  -4.62  -1.62  -6.97
F  -3.46  -3.44  -7.31
O  1.43  -0.60  -0.78
F  -4.27  -2.82  -2.76
C  -0.21  -5.00  -0.76
O  -3.19  -6.08  -2.69
C  -1.45  4.07  5.99
C  2.48  -0.74  -0.19
C  3.57  -0.52  2.07
H  6.05  2.31  6.37
H  1.98  3.44  6.51
C  0.76  4.82  7.58
H  -2.66  5.45  7.06
F  -3.20  -3.97  -4.85
C  -3.89  -2.83  -5.06
C  0.48  -0.52  -4.72
S  -5.24  0.14  -3.35
H  0.75  -2.65  -4.77
C  9.73  2.17  3.94
H  -2.70  -8.12  -1.08
H  -4.14  3.28  -5.27
O  5.83  -1.21  2.06
F  -6.81  -1.89  -2.91
C  8.08  2.79  5.56
H  -1.67  1.33  -4.28
O  -3.08  1.56  -5.77
C  -4.17  1.62  1.57
C  8.83  1.06  3.42
C  4.78  -1.03  1.47
H  1.15  -1.91  -3.20
C  0.46  -1.88  -4.05
O  1.68  5.30  8.41
H  6.56  -1.80  0.34
H  -4.87  2.43  -0.27
C  7.54  0.86  4.05
C  -0.61  5.44  7.78
C  -0.05  -6.08  0.02
H  1.21  5.96  8.97
C  3.70  -1.24  -0.78
C  -2.80  2.93  0.12
H  0.39  0.28  -3.97
H  3.57  -0.26  3.12
H  -0.90  1.91  2.89
C  -5.92  -1.58  -3.84
O  9.26  0.41  2.49
O  7.63  3.47  6.47
O  -2.57  3.60  -0.88

Values from the calculation:
Multiplicity: 1
SMILES: CCOCCOCP(F)S(=O)(=O)C(F)(F)C(F)(F)C(F)(F)C(F)(F)F.O=C1C=C(O)C(=O)C=C1O.O=C1C=C(O)C(=O)C=C1O.O=C1C=C(O)C(=O)C=C1O.O=C1C=C(O)C(=O)C=C1O.O=C1C=C(O)C(=O)C=C1O
Total charge: 0
DFT total energy in Ha: -5048.6625

=====

Record 6
# C7H15NO

A single C7H15NO molecule in a non-equilibrium geometry (ωB97M-V/def2-TZVPD, OMol25).

Element x y z (Å)
H  0.68  2.32  1.29
H  0.32  -2.60  2.28
H  2.62  -0.70  0.93
C  0.37  -2.51  1.19
H  -2.08  -0.75  1.80
H  1.28  1.04  -1.21
H  -0.94  1.67  0.89
C  -1.77  -1.10  0.84
H  2.63  0.93  1.61
C  0.65  0.15  1.04
C  -0.24  -1.13  0.76
H  1.88  -1.49  -0.90
H  -2.20  -2.08  0.67
H  -2.17  -0.38  0.09
C  1.11  -0.87  -1.33
H  -0.22  -3.34  0.76
C  2.08  -0.02  1.57
O  1.64  0.35  -1.82
H  1.41  -2.66  0.86
N  0.25  -0.29  -0.31
H  2.08  -0.47  2.56
C  -0.01  1.46  1.45
H  -0.29  1.47  2.48
H  0.50  -1.45  -2.07

Values from the calculation:
Multiplicity: 1
SMILES: CC1(C)N(CO)C1(C)C
Total charge: 0
DFT total energy in Ha: -405.6444